one.
Molecular formula: C5H13NS2
Method: DFT, ωB97M-V with the def2-TZVPD basis set

```
21
Properties=species:S:1:pos:R:3:nbo_charge:R:1
N -2.43 -0.97 -1.62 -0.84
C -1.56 0.10 -1.13 -0.07
C -1.78 1.49 -1.78 -0.63
C -0.11 -0.32 -1.03 -0.53
S 0.81 0.87 -0.01 0.08
S 2.66 0.03 0.20 0.08
C 2.81 -0.36 1.99 -0.52
C 1.50 -0.43 2.77 -0.62
H -1.93 -1.77 -1.98 0.36
H -3.05 -0.71 -2.38 0.36
H -1.97 0.31 -0.14 0.18
H -2.18 1.51 -2.79 0.21
H -0.84 2.05 -1.74 0.22
H -2.47 2.11 -1.20 0.21
H -0.09 -1.30 -0.55 0.22
H 0.31 -0.35 -2.03 0.21
H 3.36 -1.28 2.15 0.22
H 3.42 0.44 2.39 0.21
H 1.19 0.55 3.10 0.22
H 1.68 -1.14 3.58 0.21
H 0.66 -0.81 2.19 0.22
```

Summary:
frontier orbital gap = 9.3 eV
SMILES string = CCSSC[C@@H](C)N



two.
Molecular formula: C5H13NS2
Method: DFT, ωB97M-V with the def2-TZVPD basis set

```
21
Properties=species:S:1:pos:R:3:nbo_charge:R:1
N -1.92 -0.87 -1.29 -0.85
C -1.16 0.29 -0.80 -0.06
C -1.98 1.61 -1.04 -0.61
C 0.20 0.39 -1.52 -0.55
S 1.65 1.09 -0.68 0.11
S 2.60 -0.62 -0.12 0.06
C 2.43 -0.86 1.69 -0.52
C 1.00 -0.64 2.24 -0.62
H -2.42 -1.25 -0.49 0.37
H -1.30 -1.53 -1.72 0.36
H -1.07 0.26 0.29 0.17
H -1.33 2.46 -0.87 0.21
H -2.88 1.48 -0.44 0.21
H -2.30 1.58 -2.08 0.21
H 0.42 -0.57 -1.98 0.22
H 0.04 1.05 -2.38 0.22
H 2.80 -1.86 1.90 0.23
H 3.10 -0.11 2.10 0.21
H 0.48 0.19 1.77 0.22
H 1.18 -0.53 3.31 0.21
H 0.45 -1.57 2.09 0.21
```

Summary:
frontier orbital gap = 9.4 eV
SMILES string = CCSSC[C@@H](C)N



Stability verdict: two, ahead by 0.0020 hartree



one.
Molecular formula: C4H14NO3
Method: DFT, ωB97M-V with the def2-TZVPD basis set

```
22
Properties=species:S:1:pos:R:3:nbo_charge:R:1
C -0.42 0.73 0.07 -0.06
O -1.65 0.10 -0.11 -0.88
C 0.48 0.44 -1.16 -0.06
C 1.98 0.79 -0.90 -0.42
C 2.66 -0.27 -0.04 -0.61
N 0.05 1.15 -2.38 -0.85
H 0.16 0.44 0.95 0.12
H -0.63 1.82 0.10 0.12
H 0.44 -0.62 -1.42 0.18
H 2.22 1.76 -0.45 0.18
H 2.39 0.96 -1.91 0.20
H 2.27 -1.27 -0.29 0.21
H 3.75 -0.15 0.00 0.19
H 2.32 -0.06 0.98 0.20
H -0.11 2.12 -2.09 0.33
H -0.90 0.87 -2.59 0.36
H -1.06 -0.86 2.19 0.44
H -1.54 -0.88 0.72 0.49
O -1.47 -1.56 1.68 -1.10
H -3.74 -1.99 2.95 0.44
H -3.16 -1.64 1.64 0.51
O -4.04 -1.89 2.06 -1.00
```

Summary:
total charge = -1
frontier orbital gap = 8.0 eV



two.
Molecular formula: C4H14NO3
Method: DFT, ωB97M-V with the def2-TZVPD basis set

```
22
Properties=species:S:1:pos:R:3:nbo_charge:R:1
C 2.50 1.23 0.41 -0.64
C 1.14 0.55 -0.05 -0.03
C 1.56 -0.74 -0.80 -0.44
C 0.38 -1.61 -1.33 -0.04
O -0.57 -1.95 -0.36 -0.83
N 0.19 1.47 -0.74 -0.88
H 2.72 0.53 1.21 0.21
H 2.26 2.31 0.49 0.22
H 3.26 1.25 -0.36 0.18
H 0.75 0.30 0.93 0.17
H 2.14 -1.36 -0.07 0.19
H 2.26 -0.42 -1.58 0.18
H 0.72 -2.48 -1.94 0.14
H -0.10 -0.87 -2.07 0.10
H -0.57 1.86 -0.22 0.39
H -0.17 0.86 -1.45 0.36
H -1.55 1.31 2.77 0.45
H -2.45 0.36 1.75 0.53
O -2.42 1.14 2.39 -1.03
H -1.19 -0.98 -0.22 0.49
H -2.82 -1.05 -0.11 0.43
O -2.27 -0.29 0.10 -1.18
```

Summary:
total charge = -1
frontier orbital gap = 8.4 eV



Stability verdict: one, ahead by 0.0210 hartree



one.
Molecular formula: C2H11O4
Method: DFT, ωB97M-V with the def2-TZVPD basis set

```
17
Properties=species:S:1:pos:R:3:nbo_charge:R:1
C -1.27 0.27 0.16 -0.03
O -0.15 -0.32 -0.42 -0.98
C -0.92 0.69 1.64 -0.65
H -2.03 -0.51 0.15 0.12
H -1.72 1.13 -0.37 0.12
H 0.00 0.29 2.07 0.20
H -1.77 0.31 2.23 0.19
H -0.83 1.77 1.78 0.17
H 1.69 0.69 -0.03 0.49
H 1.21 2.02 0.39 0.45
O 1.85 1.63 -0.19 -0.96
H -0.08 -1.15 -3.19 0.43
H 0.02 -0.30 -1.95 0.51
O -0.13 -0.21 -2.98 -1.03
H 0.71 -1.70 0.10 0.52
H 2.13 -2.10 0.45 0.44
O 1.31 -2.51 0.16 -1.01
```

Summary:
total charge = -1
frontier orbital gap = 8.1 eV



two.
Molecular formula: C2H11O4
Method: DFT, ωB97M-V with the def2-TZVPD basis set

```
17
Properties=species:S:1:pos:R:3:nbo_charge:R:1
C 0.23 -1.25 0.61 -0.05
O 0.56 0.03 0.22 -0.94
C -1.17 -1.24 1.24 -0.64
H 0.93 -1.59 1.38 0.11
H 0.45 -1.96 -0.13 0.14
H -1.87 -1.90 0.47 0.18
H -1.46 -0.14 1.26 0.24
H -1.21 -1.70 2.29 0.18
H -0.47 1.12 -2.20 0.44
H -0.49 0.58 -0.82 0.49
O -1.02 0.54 -1.68 -1.01
H 1.72 -0.07 -0.78 0.51
H 2.14 -0.71 -2.26 0.44
O 2.57 -0.51 -1.39 -1.07
H -0.25 3.57 1.04 0.44
H 0.07 2.31 0.21 0.50
O -0.73 2.93 0.55 -0.95
```

Summary:
total charge = -1
frontier orbital gap = 7.9 eV



Stability verdict: one, ahead by 0.0325 hartree



one.
Molecular formula: C2HNO4
Method: DFT, ωB97M-V with the def2-TZVPD basis set

```
8
Properties=species:S:1:pos:R:3:nbo_charge:R:1
C 1.45 0.79 -0.03 0.71
C 0.82 -0.44 -0.07 0.01
N -1.75 -0.21 -0.03 0.50
O -2.24 -1.12 0.56 -0.29
O 1.89 1.83 -0.41 -0.51
O -2.16 0.47 -0.90 -0.27
O 1.34 0.13 1.12 -0.40
H 0.64 -1.45 -0.23 0.23
```

Summary:
frontier orbital gap (spin up / spin down) = 9.7 / 7.7 eV



two.
Molecular formula: C2HNO4
Method: DFT, ωB97M-V with the def2-TZVPD basis set

```
8
Properties=species:S:1:pos:R:3:nbo_charge:R:1
C -0.10 -0.99 -0.21 0.72
C 0.02 1.12 0.35 0.95
H -1.32 -2.23 0.46 0.51
N 0.93 -0.57 -0.88 -0.20
O -0.62 -2.21 -0.26 -0.62
O 0.96 0.80 -0.54 -0.34
O -0.22 2.16 0.85 -0.53
O -0.70 -0.07 0.56 -0.49
```

Summary:
frontier orbital gap = 10.6 eV
SMILES string = O=c1onc(O)o1



Stability verdict: two, ahead by 0.2139 hartree



one.
Molecular formula: C3H2N2S
Method: DFT, ωB97M-V with the def2-TZVPD basis set

```
8
Properties=species:S:1:pos:R:3:nbo_charge:R:1
C -0.92 -0.76 0.04 -0.10
C -0.96 0.67 -0.07 -0.11
C 0.94 -0.02 -0.03 0.65
N 0.36 -1.17 -0.10 -0.52
N 0.37 1.14 -0.05 -0.53
S 3.72 -0.07 0.35 0.19
H -1.74 -1.31 -0.06 0.20
H -1.77 1.52 -0.09 0.23
```

Summary:
frontier orbital gap (spin up / spin down) = 5.0 / 5.0 eV



two.
Molecular formula: C3H2N2S
Method: DFT, ωB97M-V with the def2-TZVPD basis set

```
8
Properties=species:S:1:pos:R:3:nbo_charge:R:1
C -0.25 0.00 -0.01 0.15
C 1.71 0.73 0.00 0.05
C 1.70 -0.73 0.00 0.05
H 2.65 1.22 0.02 0.20
H 2.69 -1.26 0.04 0.21
N 0.49 1.17 -0.01 -0.42
N 0.50 -1.16 -0.01 -0.43
S -1.95 -0.01 0.00 0.18
```

Summary:
frontier orbital gap = 7.0 eV
SMILES string = S=C1N=CC=N1



three.
Molecular formula: C3H2N2S
Method: DFT, ωB97M-V with the def2-TZVPD basis set

```
8
Properties=species:S:1:pos:R:3:nbo_charge:R:1
C 0.40 -0.04 0.97 0.00
C 0.68 0.92 -0.12 0.10
C -0.69 -0.56 -0.81 0.14
N -0.31 -0.99 0.46 -0.42
N -0.08 0.63 -1.18 -0.44
S -1.84 -1.73 -1.24 0.21
H 0.61 0.03 1.96 0.20
H 1.23 1.74 -0.05 0.19
```

Summary:
frontier orbital gap = 6.6 eV
SMILES string = S=C1N=CC=N1



Stability verdict: two, ahead by 0.0309 hartree



one.
Molecular formula: C2H3Cl2N
Method: DFT, ωB97M-V with the def2-TZVPD basis set

```
8
Properties=species:S:1:pos:R:3:nbo_charge:R:1
C -0.68 -0.04 0.53 0.07
C 0.05 1.02 -0.16 -0.14
N -0.57 -0.08 -0.86 -0.61
Cl -2.17 0.08 1.33 0.05
Cl 1.79 1.14 -0.03 -0.01
H 0.31 -1.55 1.51 0.02
H -0.42 1.98 -0.34 0.22
H 0.00 -0.79 -1.30 0.40
```

Summary:
frontier orbital gap (spin up / spin down) = 9.1 / 8.7 eV



two.
Molecular formula: C2H3Cl2N
Method: DFT, ωB97M-V with the def2-TZVPD basis set

```
8
Properties=species:S:1:pos:R:3:nbo_charge:R:1
C -0.26 -0.49 0.21 -0.26
C -0.93 0.65 0.88 0.04
N -0.47 1.19 -0.37 -0.58
Cl -0.16 1.42 2.30 -0.04
Cl -2.67 0.67 1.21 0.02
H 0.87 -0.52 0.52 0.23
H -0.71 -1.12 -0.42 0.22
H 0.55 1.35 -0.41 0.37
```

Summary:
frontier orbital gap = 11.4 eV
SMILES string = ClC1(Cl)CN1



three.
Molecular formula: C2H3Cl2N
Method: DFT, ωB97M-V with the def2-TZVPD basis set

```
8
Properties=species:S:1:pos:R:3:nbo_charge:R:1
C 0.28 -0.90 1.22 -0.30
C -1.16 -0.29 0.67 0.20
N -0.36 -0.95 -0.04 -0.44
Cl -0.24 2.27 -2.11 -0.29
Cl 0.19 -1.73 -1.52 0.15
H 1.03 -0.18 1.37 0.18
H 0.28 -1.76 2.05 0.20
H -0.02 3.55 -1.65 0.29
```

Summary:
frontier orbital gap = 9.4 eV



Stability verdict: two, ahead by 0.0938 hartree